# 1
The following is a quantum chemistry calculation of a structure of composition Br3CuF12P2 in a non-equilibrium geometry, from the OMol25 dataset.

Structure (XYZ):
```
18
Br3CuF12P2 | the OMol25 dataset | wB97M-V/def2-TZVPD
Cu -1.5064 -0.8906 0.8680
Br -2.1742 -2.9347 2.3356
Br -2.5969 -1.6013 -1.3953
Br -2.5830 1.1716 2.1129
P 1.7357 -1.0009 1.3185
F 0.6233 -1.6267 0.3543
F 0.3351 -0.4784 1.9231
F 1.6475 -2.2349 2.3968
F 2.7488 -0.3392 2.4546
F 2.9943 -1.6380 0.5513
F 1.8222 0.3023 0.3896
P -0.4773 1.6551 -1.9144
F 0.9630 2.0575 -1.2093
F 0.3294 0.2071 -2.2197
F -0.9808 0.8998 -0.4729
F -1.6427 1.0009 -2.7063
F -1.2366 3.0510 -1.4577
F -0.0012 2.3994 -3.3292
```

Properties
⟨S²⟩: 0.75
spin multiplicity: 2
E_tot: -11244.115430 Ha
charge: -3
LUMO energy (spin up / spin down): 0.2697 / 0.2503 Ha
M: 593.18 g/mol
energy relative to the best compared isomer or geometry (same formula, charge and spin): 2.083 eV
highest occupied orbital energy (spin up / spin down): 0.0149 / 0.0170 Ha
orbital gap (spin up / spin down): 0.2548 / 0.2333 hartree


# 2
The following is a quantum chemistry calculation of an isolated molecule of Br3H3Si2 in a non-equilibrium geometry, from the OMol25 dataset.

Structure (XYZ):
```
8
Br3H3Si2 | the OMol25 dataset | wB97M-V/def2-TZVPD
Br -3.5281 -0.0489 0.3951
Si -1.0718 -0.0577 0.3325
Si 1.1799 -0.0345 -0.7849
Br 1.9174 1.5350 0.5395
Br 2.4549 -1.9197 -0.5540
H -1.3218 -1.0242 1.4352
H -1.0425 1.2273 0.8390
H 1.4122 0.3226 -2.2024
```

Properties
E_tot: -8302.882506 Ha
LUMO energy: -0.0537 Ha
M: 298.91 g/mol
energy relative to the best compared isomer or geometry (same formula, charge and spin): 1.500 eV
highest occupied orbital energy: -0.3637 Ha
orbital gap: 0.3100 hartree


# 3
The following is a quantum chemistry calculation of a cluster of 2 separate species, Br3H3Si2 in total in a non-equilibrium geometry, from the OMol25 dataset.

Structure (XYZ):
```
8
Br3H3Si2 | the OMol25 dataset | wB97M-V/def2-TZVPD
Si 0.0230 0.0509 0.4535
Si -5.9719 0.0773 0.8905
Br -5.3046 -1.7684 -0.3472
Br -5.2045 1.7943 -0.4152
Br -2.1216 0.0308 1.0874
H 0.4791 0.8501 1.5626
H 0.3795 0.8866 -0.7333
H 0.7051 -1.4240 0.4873
```

Properties
E_tot: -8302.882347 Ha
LUMO energy: -0.0468 Ha
M: 298.91 g/mol
energy relative to the best compared isomer or geometry (same formula, charge and spin): 1.504 eV
highest occupied orbital energy: -0.3532 Ha
orbital gap: 0.3064 hartree


# 4
The following is a quantum chemistry calculation of an isolated molecule of Br3O3P in a non-equilibrium geometry, from the OMol25 dataset.

Structure (XYZ):
```
7
Br3O3P | the OMol25 dataset | wB97M-V/def2-TZVPD
O -1.4355 0.5853 0.1730
O 1.2018 -0.6436 -0.9500
O -2.8810 -1.3961 0.9063
P -2.3613 -0.7210 -0.2878
Br -0.5697 2.1045 0.0924
Br 1.8972 0.4048 0.0118
Br 4.1485 -0.3338 0.0543
```

Properties
E_tot: -8288.945561 Ha
LUMO energy: -0.0655 Ha
M: 318.68 g/mol
energy relative to the best compared isomer or geometry (same formula, charge and spin): 4.512 eV
highest occupied orbital energy: -0.3542 Ha
orbital gap: 0.2887 hartree


# 5
The following is a quantum chemistry calculation of a structure of composition Br4H2N3P3 in a non-equilibrium geometry, from the OMol25 dataset.

Structure (XYZ):
```
12
Br4H2N3P3 | the OMol25 dataset | wB97M-V/def2-TZVPD
N -0.1907 1.3549 -0.7084
N -1.0984 0.4923 -0.8528
N -1.0109 -0.8420 -0.7302
P 1.9580 -0.5652 -1.8570
P 1.3825 1.0394 -0.4029
P 0.5008 -1.5158 -0.6945
Br -1.6284 1.2229 4.2232
Br 2.2156 2.6542 -1.5673
Br 0.2346 -3.5966 -1.1344
Br 0.7593 -1.6769 1.5571
H -2.0877 0.8889 -0.8898
H -1.0347 0.5439 3.0568
```

Properties
E_tot: -11485.554204 Ha
LUMO energy: -0.0561 Ha
M: 456.57 g/mol
energy relative to the best compared isomer or geometry (same formula, charge and spin): 0.137 eV
highest occupied orbital energy: -0.3035 Ha
orbital gap: 0.2473 hartree


# 6
The following is a quantum chemistry calculation of a structure of composition Br5Hf in a non-equilibrium geometry, from the OMol25 dataset.

Structure (XYZ):
```
6
Br5Hf | the OMol25 dataset | wB97M-V/def2-TZVPD
Hf -0.0163 0.0924 -0.2336
Br -2.7403 -0.3773 0.6665
Br -0.4577 -2.0108 -1.9337
Br 1.2836 -1.5011 1.5383
Br 0.1246 2.1985 1.7164
Br 1.8061 1.5983 -1.7539
```

Properties
E_tot: -12918.438486 Ha
charge: -1
LUMO energy: 0.0757 Ha
M: 578.01 g/mol
energy relative to the best compared isomer or geometry (same formula, charge and spin): 0.710 eV
highest occupied orbital energy: -0.2318 Ha
orbital gap: 0.3074 hartree